(1)
Density functional theory data (ωB97M-V with the def2-TZVPD basis set) for a structure of composition C5H8O at a distorted geometry.

Each line ends with the Mulliken spin population.
Positions of all 14 atoms, in Å:
O 1.5973 1.8878 1.1933  0.80
C 2.0542 -0.2355 -0.0061  0.12
C 1.3736 -1.2188 0.5119  0.40
C 1.6104 0.7136 0.9995  0.36
C -1.6296 0.7039 -0.6825  -0.01
C 0.7979 -0.4777 1.6697  0.28
H -0.6756 0.5814 -0.1269  0.01
H -2.0732 1.4360 -0.0415  0.00
H 0.9579 -2.1709 0.3758  0.04
H -2.1530 -0.2655 -0.9157  0.00
H -1.5152 1.0301 -1.7492  0.00
H -0.2258 -0.3774 1.6736  0.00
H 1.2724 -0.7898 2.6366  0.01
H 2.7708 -0.0351 -0.8243  0.01

HOMO energy (spin up / spin down) ... -5.9789 / -10.1768 eV
Multiplicity ... 3
Kohn-Sham gap (spin up / spin down) ... 7.03 / 7.52 eV

***

(2)
Density functional theory data (ωB97M-V with the def2-TZVPD basis set) for the ion C5H8O with charge +1 at a distorted geometry.

Each line ends with the Mulliken spin population.
Positions of all 14 atoms, in Å:
O 0.7386 -2.9810 0.0517  0.87
C -0.0994 0.5260 1.2234  0.00
C -0.3733 1.4677 0.1527  -0.02
C 0.5172 -0.7254 1.1228  0.18
C 0.2047 1.2766 -1.3484  0.00
C -0.0685 -1.9162 -0.0232  -0.06
H 1.1677 1.6847 -1.6082  0.00
H -0.2717 -1.4020 -0.9873  0.01
H -0.1311 0.9720 2.2437  0.01
H 0.0312 0.2944 -1.8034  0.00
H -1.0655 -2.1105 0.4017  0.02
H 0.9343 -1.2698 1.9724  0.00
H -0.5543 1.8973 -1.9014  0.00
H -1.0298 2.2861 0.5036  0.00

HOMO energy (spin up / spin down) ... -15.3701 / -14.8129 eV
Charge ... +1
Multiplicity ... 2
Kohn-Sham gap (spin up / spin down) ... 7.76 / 7.31 eV

***

(3)
Density functional theory data (ωB97M-V with the def2-TZVPD basis set) for an isolated molecule of C5H8O2.

Each line ends with the Löwdin charge.
Positions of all 15 atoms, in Å:
O 2.0445 0.2517 -0.7007  -0.02
O -2.2343 0.1553 0.6683  0.04
C -0.9626 0.0694 0.1281  -0.48
C -0.0085 1.2491 0.0234  -0.03
C 1.1547 0.3019 0.3879  -0.32
C -0.5532 -1.0927 -0.7308  -0.02
C 0.1334 -0.8537 0.5862  -0.12
H 0.0795 1.7172 -0.9605  0.12
H -1.2823 -1.9017 -0.7414  0.11
H 2.8230 -0.2798 -0.5032  0.10
H 0.1074 -1.5421 1.4229  0.14
H -0.1949 2.0154 0.7792  0.12
H 0.0508 -0.9781 -1.6296  0.11
H 1.6757 0.5263 1.3305  0.15
H -2.8332 0.3618 -0.0604  0.11

SMILES string ... O[C@H]1C[C@@]2(O)C[C@@H]12
HOMO energy ... -9.5866 eV
Kohn-Sham gap ... 10.46 eV

***

(4)
Density functional theory data (ωB97M-V with the def2-TZVPD basis set) for an isolated molecule of C5H8O2.

Each line ends with the Löwdin charge.
Positions of all 15 atoms, in Å:
O -0.3065 -1.4737 0.9919  0.01
O -0.3802 1.8461 -0.4529  0.02
C 0.0867 1.4974 0.8490  -0.21
C 0.0217 -0.4744 0.0477  -0.52
C 0.0317 -0.9445 -1.3904  0.00
C -0.9340 0.7057 0.1919  -0.21
C 1.1446 0.4065 0.6750  -0.01
H 0.6466 -0.2998 -2.0210  0.09
H 0.3586 -1.9851 -1.5180  0.09
H 1.4992 -0.0007 1.6250  0.12
H -1.0072 -0.7441 -1.6961  0.09
H 1.9876 0.6542 0.0229  0.12
H -1.0352 -1.9950 0.6313  0.10
H -2.0041 0.6561 0.3597  0.16
H -0.1094 2.1513 1.6840  0.14

SMILES string ... C[C@@]1(O)C[C@H]2O[C@H]21
HOMO energy ... -9.7523 eV
Kohn-Sham gap ... 10.66 eV

***

(5)
Density functional theory data (ωB97M-V with the def2-TZVPD basis set) for an isolated molecule of C5H8O2 at a distorted geometry.

Each line ends with the Löwdin charge.
Positions of all 15 atoms, in Å:
O -1.6400 -0.3700 0.6379  -0.02
O -3.3715 0.4846 -0.6533  0.11
C 0.4244 -1.0191 -0.7647  -0.11
C -2.9361 0.0306 0.3276  -0.36
C 0.9964 -0.2399 0.3339  -0.26
C -0.4824 -0.0233 -0.1532  -0.23
C 2.0908 0.8514 0.1227  -0.08
H -0.5220 0.9408 -0.6127  0.14
H 2.3190 1.1436 1.2176  0.08
H -3.6297 -0.3389 1.2721  0.18
H 0.5157 -0.8093 -1.8416  0.12
H 1.8567 1.8488 -0.3098  0.08
H 1.1917 -0.7917 1.2612  0.14
H 0.1042 -2.0910 -0.6688  0.13
H 3.0827 0.3835 -0.1689  0.09

SMILES string ... C[C@@H]1C[C@H]1OC=O
HOMO energy ... -9.7889 eV
Kohn-Sham gap ... 10.84 eV

***

(6)
Density functional theory data (ωB97M-V with the def2-TZVPD basis set) for an isolated molecule of C5H8O2.

Each line ends with the Löwdin charge.
Positions of all 15 atoms, in Å:
O 0.9842 0.9991 -0.6056  -0.10
O -1.7864 0.0020 0.9747  0.04
C 2.0410 -0.6003 0.7692  0.04
C -1.1761 -0.0418 -0.2416  -0.40
C 1.5040 0.5984 0.5972  -0.25
C -1.1849 -1.0804 -1.0745  0.06
C -0.4142 1.2328 -0.5272  -0.15
H -0.6478 -1.0173 -2.0136  0.07
H -1.6849 -2.0156 -0.8398  0.06
H -2.2462 -0.8315 1.1251  0.11
H 1.4337 1.3407 1.3956  0.12
H 2.0559 -1.3198 -0.0428  0.07
H -0.7006 1.6427 -1.4972  0.13
H -0.6433 1.9707 0.2548  0.13
H 2.4658 -0.8798 1.7257  0.06

SMILES string ... C=COCC(=C)O
HOMO energy ... -9.0844 eV
Kohn-Sham gap ... 9.94 eV

***

(7)
Density functional theory data (ωB97M-V with the def2-TZVPD basis set) for an isolated molecule of C5H8O2.

Each line ends with the Löwdin charge.
Positions of all 15 atoms, in Å:
O 0.0462 1.0392 -2.1035  0.03
O -1.2911 -0.2862 0.8949  -0.13
C 1.1633 -0.7769 -0.9634  -0.14
C 0.5853 0.6330 -1.0819  -0.51
C 0.0482 -1.3491 -0.1048  0.12
C -0.9662 1.2485 0.6471  -0.13
C 0.4049 1.1444 0.2554  -0.09
H -1.6341 1.5621 -0.1577  0.11
H 0.3058 -1.8769 0.8057  0.10
H 1.2576 -1.2961 -1.9241  0.12
H -1.2108 1.7190 1.6009  0.10
H -2.2453 -0.5191 0.8867  0.11
H 2.1089 -0.7957 -0.4138  0.12
H 1.1340 0.8960 1.0239  0.10
H -0.7775 -1.7831 -0.6609  0.10

HOMO energy (spin up / spin down) ... -7.4422 / -7.4434 eV
Kohn-Sham gap (spin up / spin down) ... 7.03 / 7.03 eV

***

(8)
Density functional theory data (ωB97M-V with the def2-TZVPD basis set) for a cluster of 2 separate species, C5H8O2 in total.

Each line ends with the Löwdin charge.
Positions of all 15 atoms, in Å:
O -0.8097 -0.3709 -1.4782  0.00
O 0.4270 -0.9344 1.8162  0.09
C -0.1478 -0.5467 0.8334  -0.41
C -1.7579 -0.3493 -0.4343  -0.19
C -1.1766 0.5845 0.6322  0.00
C -0.5978 -1.2823 -0.4044  -0.12
C 1.9793 0.7205 -0.3013  -0.02
H -0.8438 1.5442 0.2268  0.12
H 1.1649 0.5474 -1.0120  0.02
H 2.9115 0.3595 -0.7328  0.03
H 2.0361 1.7821 -0.0466  0.04
H -1.7360 0.7206 1.5576  0.12
H 1.8228 0.1598 0.6209  0.01
H -2.7912 -0.6023 -0.6361  0.15
H -0.4808 -2.3329 -0.6415  0.16

SMILES string ... O=C1C[C@H]2O[C@@H]12.C
HOMO energy ... -9.7176 eV
Kohn-Sham gap ... 10.67 eV

***

(9)
Density functional theory data (ωB97M-V with the def2-TZVPD basis set) for an isolated molecule of C5H8O2.

Each line ends with the Löwdin charge.
Positions of all 15 atoms, in Å:
O 0.1733 -0.1230 0.4801  -0.16
O -2.2870 1.0615 0.4924  -0.06
C -2.1207 -0.3037 0.7907  -0.25
C 3.2248 1.3521 0.6234  0.12
C 2.3611 0.6407 0.1819  -0.09
C 1.3072 -0.2347 -0.3445  -0.24
C -0.9384 -0.8736 0.0326  -0.21
H -1.4246 1.4698 0.6565  0.09
H -0.7987 -1.9472 0.2349  0.13
H -1.0834 -0.7345 -1.0509  0.13
H 3.9706 1.9862 1.0538  0.03
H 1.0484 0.0331 -1.3835  0.13
H -3.0393 -0.8193 0.4990  0.12
H 1.6918 -1.2659 -0.3589  0.13
H -1.9543 -0.4583 1.8680  0.12

SMILES string ... C#CCOCCO
HOMO energy ... -10.1522 eV
Kohn-Sham gap ... 11.09 eV

***

(10)
Density functional theory data (ωB97M-V with the def2-TZVPD basis set) for an isolated molecule of C5H8O2.

Each line ends with the Löwdin charge.
Positions of all 15 atoms, in Å:
O 1.6314 0.7940 1.1928  0.07
O -1.0748 0.1572 -1.5562  -0.07
C -0.4983 -0.2511 1.2898  -0.10
C -0.8746 0.3656 2.4075  0.05
C 0.3139 0.3088 -1.7913  -0.26
C 1.0701 -0.4918 -0.7343  -0.11
C 0.8134 0.0727 0.6529  -0.41
H -1.5385 0.9057 -1.9469  0.09
H 0.5833 -0.0592 -2.7924  0.12
H -0.2190 1.0988 2.8703  0.07
H 0.6187 1.3633 -1.7266  0.13
H 2.1440 -0.4307 -0.9340  0.12
H 0.7523 -1.5399 -0.7912  0.12
H -1.1407 -0.9652 0.7829  0.10
H -1.8349 0.1689 2.8756  0.06

SMILES string ... C=CC(=O)CCO
HOMO energy ... -9.6104 eV
Kohn-Sham gap ... 10.07 eV

***

(11)
Density functional theory data (ωB97M-V with the def2-TZVPD basis set) for an isolated molecule of C5H8O2.

Each line ends with the Löwdin charge.
Positions of all 15 atoms, in Å:
O 0.2432 1.6575 -0.8518  -0.02
O 1.1121 0.9929 1.5470  -0.03
C -0.9532 -0.3899 -1.0772  -0.12
C 0.0981 0.1427 1.0384  -0.33
C -0.6334 0.7969 -0.1626  -0.33
C 0.1078 -1.4007 -0.7226  -0.06
C 0.6273 -1.1441 0.4739  -0.04
H 0.3391 -2.2573 -1.3427  0.10
H 1.3868 -1.6990 1.0153  0.11
H 0.7222 2.1512 -0.1702  0.09
H -1.5215 1.3591 0.1563  0.14
H 1.9427 0.7001 1.1649  0.09
H -0.5685 -0.0172 1.8876  0.15
H -1.9391 -0.7994 -0.8301  0.12
H -0.9637 -0.0926 -2.1261  0.12

SMILES string ... O[C@@H]1C=CC[C@@H]1O
HOMO energy ... -9.6806 eV
Kohn-Sham gap ... 10.60 eV

***

(12)
Density functional theory data (ωB97M-V with the def2-TZVPD basis set) for an isolated molecule of C5H8O2.

Each line ends with the Löwdin charge.
Positions of all 15 atoms, in Å:
O 0.2744 -0.8795 2.1076  0.04
O -0.8950 0.8820 -2.0056  -0.02
C 0.2399 -0.4372 0.7978  -0.47
C -0.6952 -0.9738 -0.2898  -0.03
C -0.0133 0.9863 0.3688  -0.11
C -1.0296 0.5001 -0.6609  -0.33
C 1.3419 0.3393 0.1582  -0.03
H -0.2082 -1.5080 -1.1133  0.12
H 0.8062 -1.6852 2.1417  0.11
H -0.0995 1.8737 0.9884  0.14
H 2.1070 0.7064 0.8374  0.11
H -1.5394 -1.5576 0.0852  0.12
H -2.0483 0.7717 -0.3706  0.15
H 1.7103 0.0710 -0.8343  0.11
H 0.0487 0.9109 -2.2106  0.09

SMILES string ... O[C@H]1C[C@@]2(O)C[C@@H]12
HOMO energy ... -9.6911 eV
Kohn-Sham gap ... 10.47 eV

***

(13)
Density functional theory data (ωB97M-V with the def2-TZVPD basis set) for a structure of composition C5H8O2.

Each line ends with the Löwdin charge.
Positions of all 15 atoms, in Å:
O -1.1837 -0.0764 -1.7583  0.05
O -0.0416 1.1500 1.1741  -0.03
C 0.0725 1.5935 -0.1781  -0.19
C 0.0355 -1.3741 1.2664  -0.02
C 1.0790 0.7427 -0.8942  0.01
C -0.3439 0.2679 -0.7188  -0.43
C -0.6039 -0.1142 0.7252  -0.29
H 1.1225 -1.2716 1.3351  0.08
H -0.1901 2.6199 -0.4160  0.15
H 1.9082 0.3168 -0.3317  0.11
H -1.6838 -0.1045 0.9215  0.16
H -0.3616 -1.6416 2.2484  0.08
H 1.3042 1.0561 -1.9111  0.12
H -0.9248 -0.9645 -2.0405  0.11
H -0.1881 -2.1999 0.5780  0.09

HOMO energy ... -9.3176 eV
Kohn-Sham gap ... 10.11 eV

***

(14)
Density functional theory data (ωB97M-V with the def2-TZVPD basis set) for an isolated molecule of C5H8O2 at a distorted geometry.

Each line ends with the Löwdin charge.
Positions of all 15 atoms, in Å:
O 3.1032 0.2183 0.8268  0.03
O -0.8651 -0.9287 -2.7459  0.01
C -0.4899 -0.2134 -0.3344  -0.26
C 0.9673 -0.1432 -0.1267  -0.08
C -1.2155 -0.5431 -1.4973  -0.15
C 1.7554 0.2144 0.9010  -0.20
C -1.1537 0.4011 0.8817  -0.10
H 0.0492 -0.7235 -2.9689  0.10
H 3.3594 -0.2941 0.1209  0.05
H -2.3290 -0.6290 -1.3299  0.13
H -2.2059 0.6949 0.7951  0.08
H -1.2288 -0.1810 1.7577  0.06
H 1.4215 0.3337 1.9192  0.12
H -0.6403 1.2611 1.2824  0.07
H 1.4927 -0.6000 -1.0423  0.13

SMILES string ... CC(=C/O)/C=C/O
HOMO energy ... -7.7332 eV
Kohn-Sham gap ... 8.38 eV

***

(15)
Density functional theory data (ωB97M-V with the def2-TZVPD basis set) for an isolated molecule of C5H8O2 at a distorted geometry.

Each line ends with the Löwdin charge.
Positions of all 15 atoms, in Å:
O -0.9401 0.8916 -0.3614  -0.12
O 0.7626 -1.2287 -0.0339  -0.08
C 0.7159 0.8259 1.4450  -0.06
C -0.5943 -1.4660 -0.3694  -0.18
C 1.1863 0.0859 0.2493  -0.23
C -1.0065 -0.2693 -1.1895  -0.17
C 0.2978 1.3724 0.1049  -0.22
H -2.0546 -0.2936 -1.4774  0.13
H -0.6298 -2.4289 -0.9047  0.13
H 1.5448 1.2652 1.9968  0.11
H 0.2547 2.4877 0.0592  0.16
H -0.3866 -0.2551 -2.1081  0.14
H 2.2133 0.1411 -0.0673  0.14
H -0.1420 0.5329 2.0314  0.12
H -1.2437 -1.5568 0.5163  0.13

SMILES string ... C1CO[C@@H]2C[C@@H]2O1
HOMO energy ... -9.2139 eV
Kohn-Sham gap ... 10.32 eV

***

(16)
Density functional theory data (ωB97M-V with the def2-TZVPD basis set) for an isolated molecule of C5H8O2 at a distorted geometry.

Each line ends with the Löwdin charge.
Positions of all 15 atoms, in Å:
O 0.1065 0.5307 1.3100  -0.03
O 2.9402 -0.9698 0.7132  0.06
C -1.1116 1.2604 -0.7987  0.00
C 1.0161 -0.3230 -0.6699  -0.05
C 1.7523 -0.9640 0.5210  -0.26
C -0.8393 -0.5373 0.9752  -0.08
C -0.2356 0.3029 -0.0509  -0.52
H -1.8966 1.6239 -0.1282  0.09
H 1.0760 -1.4295 1.2489  0.10
H -1.5909 0.6993 -1.6109  0.09
H 1.6585 0.4389 -1.1268  0.13
H -0.5672 2.1085 -1.2173  0.09
H -1.7370 -0.3352 1.5300  0.12
H -0.6134 -1.6110 0.8958  0.12
H 0.7862 -1.0777 -1.4337  0.13

SMILES string ... C[C@]1(CC=O)CO1
HOMO energy ... -9.4904 eV
Kohn-Sham gap ... 10.30 eV

***

Sequential ΔE to the lowest compared entry with this formula, charge and spin output: 0.436 4.485 2.158 2.556 2.381 2.074 5.282 3.045 2.893 1.194 0.962 2.101 2.525 2.478 3.226 2.441 eV
Sequential energy output: -7355.9750 -7348.6350 -9407.6739 -9407.2758 -9407.4508 -9407.7583 -9404.5499 -9406.7870 -9406.9391 -9408.6385 -9408.8704 -9407.7309 -9407.3076 -9407.3539 -9406.6064 -9407.3908 eV